Entry 1:
The following is a quantum chemistry calculation of one molecule with the formula C5H11N in a non-equilibrium geometry, from the OMol25 dataset.

Geometry as XYZ:
```
17
Properties=species:S:1:pos:R:3:forces:R:3
C -1.11207 -0.19059 1.01908 1.1 -1.1 0.2
C -0.57958 0.67674 -0.10865 1.9 -0.6 -0.5
C -1.39214 0.62661 -1.40517 0.3 -0.1 0.0
N 0.98037 0.22723 -0.54997 -1.5 0.3 0.6
C 2.01079 0.16826 0.51661 -0.4 0.1 0.0
C 1.45082 -1.06100 -0.09167 -1.1 -0.9 0.9
H -0.37643 -1.05440 1.09654 -1.5 1.1 0.5
H -1.12041 0.27499 2.00782 -0.2 0.1 -0.3
H -2.05323 -0.71078 0.82012 -0.1 0.5 -0.1
H -0.37806 1.70352 0.20226 -0.2 -0.1 0.0
H -1.67341 -0.40504 -1.64088 0.1 0.1 0.0
H -0.75298 0.99966 -2.20494 -0.1 0.0 -0.1
H -2.32297 1.21415 -1.41649 0.3 -0.1 0.4
H 1.66305 0.35359 1.53703 0.1 0.0 -0.2
H 3.01946 0.56909 0.33823 -0.6 -0.2 -0.3
H 1.89237 -1.81283 -0.74858 0.3 0.7 -0.2
H 0.74443 -1.57920 0.62865 1.5 0.1 -1.1
```
Positions in Å, forces in eV/Å.

Results
SMILES string: CC(C)N1CC1
LUMO energy in eV: 1.201
Net charge: 0
Kohn-Sham gap in eV: 10.36

Entry 2:
The following is a quantum chemistry calculation of a 2-piece molecular cluster, C5H13BClNO2 overall in a non-equilibrium geometry, from the OMol25 dataset.

Geometry as XYZ:
```
23
Properties=species:S:1:pos:R:3:forces:R:3
B 1.96586 -1.42619 1.00313 1.9 -3.7 -0.3
C -2.36729 0.98674 -1.57427 0.7 -3.7 1.3
C -1.50837 -0.71540 0.58978 1.0 -2.2 0.8
C -1.14127 1.39288 -0.66228 -1.8 -2.6 -3.0
C 0.70925 0.60530 0.64805 0.6 2.5 -4.1
C -0.43484 0.14578 -0.17595 -1.2 0.9 2.8
N 1.65794 1.30555 -0.25103 -1.7 -1.7 1.9
O 2.16980 -1.86639 2.26601 -0.6 1.1 0.6
O 2.54017 -2.09048 -0.06741 -2.5 1.9 -0.4
Cl 3.14318 1.59750 0.59818 0.6 0.0 -0.2
H -2.12482 0.28618 -2.42578 0.5 0.2 1.1
H -2.58140 1.78417 -2.12035 -1.6 3.9 -2.0
H -3.30057 0.52800 -1.14176 1.1 0.8 0.1
H -0.98651 -1.35272 1.42508 -0.9 1.2 -1.4
H -2.30246 -0.11025 1.08412 0.7 -0.2 -0.4
H -2.01598 -1.50625 -0.06010 0.7 1.3 0.6
H -0.61244 2.11073 -1.23859 1.2 0.3 -0.4
H -1.40718 1.84892 0.20426 -1.4 1.7 2.4
H 0.64239 1.08873 1.54919 -0.2 0.9 2.3
H 0.04849 -0.31752 -0.95107 0.5 -1.9 -2.3
H 1.78804 0.77682 -1.12873 0.4 0.1 0.6
H 2.72114 -2.62535 2.49466 0.1 0.0 -0.4
H 3.39688 -2.44675 -0.06512 2.0 -0.9 0.4
```
Positions in Å, forces in eV/Å.

Results
Expectation value of S²: 2.01
Multiplicity: 3
LUMO energy (spin up / spin down) in eV: 0.612 / -1.241
Net charge: 0
Kohn-Sham gap (spin up / spin down) in eV: 5.73 / 8.43

Entry 3:
The following is a quantum chemistry calculation of a 2-piece molecular cluster, C6H9FO overall in a non-equilibrium geometry, from the OMol25 dataset.

Geometry as XYZ:
```
17
Properties=species:S:1:pos:R:3:forces:R:3
C -0.07986 0.77790 -1.12560 0.0 0.2 3.7
C -2.21060 -1.71614 -1.28350 -1.0 0.9 -0.1
C -1.67876 -1.61286 -2.35662 1.4 -2.5 -2.6
C 0.26711 0.10151 0.02804 -0.2 2.8 -0.1
C 1.69644 -0.49155 0.21938 -3.1 -0.5 1.0
C 0.02489 1.18323 2.15426 4.0 -2.5 -0.6
O -0.55280 0.26104 1.23071 1.5 -0.4 -1.6
F -1.06145 -2.05933 -3.48591 -1.2 1.6 2.5
H -0.80027 1.65461 -1.12984 0.5 -1.8 -0.1
H 0.65000 0.69030 -1.88305 0.4 0.0 -1.1
H -2.94745 -1.42508 -0.55494 0.6 -0.3 0.1
H 2.18975 -0.01478 1.04342 0.0 0.3 0.7
H 2.26242 -0.19033 -0.61842 0.7 -0.6 -1.2
H 1.54757 -1.55194 0.50283 0.8 0.3 -0.7
H 0.86498 1.74740 1.72839 -0.2 -0.1 -0.3
H 0.46536 0.78761 3.10460 -0.5 -0.6 -0.8
H -0.63731 1.85843 2.42624 -3.6 3.1 1.1
```
Positions in Å, forces in eV/Å.

Results
SMILES string: C=C(C)OC.C#CF
LUMO energy in eV: 0.720
Net charge: 0
Kohn-Sham gap in eV: 9.65

Entry 4:
The following is a quantum chemistry calculation of a 2-piece molecular cluster, CH3NS2 overall in a non-equilibrium geometry, from the OMol25 dataset.

Geometry as XYZ:
```
7
Properties=species:S:1:pos:R:3:forces:R:3
C 0.43429 1.16554 -0.32713 -0.6 -2.7 -0.5
N -0.76870 -1.75645 0.31769 -1.0 -0.6 -0.1
S 1.27060 2.41488 -0.82217 1.0 1.6 -0.4
S 0.41789 -0.27179 -1.29192 0.3 1.2 -0.4
H 0.04807 1.01241 0.65959 -0.4 0.4 0.6
H -0.00782 -1.59029 0.93989 0.9 -0.1 0.9
H -1.39433 -0.97429 0.52404 -0.2 0.0 0.0
```
Positions in Å, forces in eV/Å.

Results
Expectation value of S²: 2.05
Multiplicity: 3
LUMO energy (spin up / spin down) in eV: -0.829 / -3.298
Net charge: 0
Kohn-Sham gap (spin up / spin down) in eV: 7.52 / 6.10

Entry 5:
The following is a quantum chemistry calculation of C26H36N5O6PRuSe as an isolated structure, from the OMol25 dataset.

Geometry as XYZ:
```
76
Properties=species:S:1:pos:R:3:forces:R:3
Ru 0.00254 -0.09831 -0.10317 -0.2 -0.3 0.6
N 1.49967 1.38626 0.60027 0.2 -0.2 0.1
C 1.07854 2.80423 0.61281 0.0 0.1 0.1
C 0.71979 3.27052 -0.80023 0.0 0.0 0.0
C -0.14688 2.15512 -1.36516 0.2 0.2 0.1
O -1.20229 1.90028 -0.71570 -0.1 0.0 0.1
O 0.31386 1.41637 -2.25809 0.1 0.0 -0.3
H 1.63218 1.05129 1.56310 0.0 0.1 -0.3
H 2.41033 1.28020 0.15106 -0.2 0.0 0.1
H 1.86385 3.43074 1.05384 -0.1 -0.1 -0.1
H 0.18694 2.85748 1.24223 0.1 0.0 -0.1
H 1.60582 3.41307 -1.42046 0.0 0.0 0.0
H 0.16413 4.20681 -0.74143 0.0 0.0 0.0
Se 1.43748 -1.50282 2.13165 0.1 0.0 -0.1
C 3.07213 -1.03075 1.45149 -0.4 -0.2 0.3
N 4.08333 -0.65120 1.04009 0.3 0.1 -0.2
C -4.95951 0.73741 4.30967 0.0 0.1 0.2
N -4.17908 0.55381 3.10724 0.0 -0.3 -0.3
N -2.81584 0.34098 3.17421 -0.1 0.2 0.1
C -2.25375 0.65073 1.95487 -0.1 0.1 0.0
O -1.03879 0.43350 1.75871 0.4 0.1 -0.2
C -3.30596 1.16327 1.14910 -0.1 -0.1 0.1
C -4.44998 1.08402 1.88815 0.0 0.1 0.0
C -5.82889 1.52315 1.54173 0.0 0.0 0.0
C -2.27209 -0.56778 4.11456 0.0 -0.1 0.0
C -3.00384 -1.68546 4.49153 0.0 0.0 0.0
C -2.45703 -2.57860 5.39593 0.1 0.0 0.0
C -1.17507 -2.37433 5.88823 0.0 0.0 0.0
C -0.44600 -1.26735 5.48487 0.0 0.0 0.0
C -0.99658 -0.34682 4.60706 0.0 0.0 0.0
H -4.31903 0.55713 5.17115 -0.1 0.0 -0.1
H -5.79007 0.03098 4.33743 0.0 0.0 0.0
H -5.34270 1.75781 4.36448 0.0 0.0 0.0
H -3.19129 1.51597 0.14553 0.0 0.0 -0.1
H -5.86028 1.83207 0.50073 0.0 0.0 0.0
H -6.14126 2.36836 2.15756 0.0 0.0 0.0
H -6.54630 0.71645 1.68730 0.0 0.0 0.0
H -3.98200 -1.85640 4.06517 -0.1 0.0 0.0
H -3.02183 -3.44919 5.69435 0.0 -0.1 0.0
H -0.74092 -3.08441 6.57756 0.0 0.0 0.0
H 0.56158 -1.11915 5.84223 0.1 0.0 0.0
H -0.43169 0.50777 4.26960 0.0 0.0 0.0
C -0.47472 -1.43607 -3.51731 -0.1 0.0 -0.1
O 0.40550 -2.19312 -2.67931 0.1 -0.1 0.1
P 1.29550 -1.49127 -1.56427 -0.1 0.2 -0.1
O 2.45476 -0.84677 -2.42054 -0.1 -0.3 -0.1
C 3.24443 0.28614 -2.06876 0.1 0.2 0.1
O 2.01739 -2.76022 -0.95845 0.1 0.1 -0.1
C 1.28711 -3.90782 -0.52405 0.0 -0.1 0.1
H -1.43064 -1.96004 -3.53466 0.1 0.0 0.0
H -0.04463 -1.40764 -4.51808 0.0 0.0 0.0
H -0.60591 -0.42146 -3.14079 0.0 -0.1 -0.1
H 3.96082 0.40455 -2.87799 0.0 0.0 0.1
H 3.77087 0.10550 -1.12925 0.0 0.1 -0.1
H 2.59928 1.16666 -2.03071 0.1 -0.1 0.0
H 2.02191 -4.58750 -0.09683 -0.1 0.0 0.0
H 0.78873 -4.36892 -1.37596 0.0 0.0 0.0
H 0.57242 -3.62111 0.24598 0.0 0.0 0.0
C -3.31987 -0.00530 -2.24788 0.0 0.1 0.0
C -3.67518 -1.07510 -1.26235 -0.4 0.0 -0.2
C -4.98136 -1.52631 -1.16466 0.0 0.1 -0.1
C -5.34309 -2.52100 -0.26939 0.0 0.0 0.0
C -4.37753 -3.09519 0.55232 0.1 0.1 0.0
C -3.06033 -2.68328 0.49630 -0.2 -0.1 0.1
C -2.01773 -3.32188 1.35838 0.1 0.0 0.1
C -2.69646 -1.64606 -0.41326 0.3 -0.2 0.1
N -1.43690 -1.22630 -0.44360 0.2 0.1 -0.2
H -3.22005 -0.42405 -3.25188 0.0 0.0 0.0
H -2.39022 0.49949 -1.98897 -0.1 0.0 0.0
H -4.11658 0.73670 -2.29058 -0.1 0.1 0.0
H -5.73254 -1.08349 -1.80828 0.0 0.0 0.0
H -6.36830 -2.86038 -0.22235 -0.1 0.0 0.0
H -4.65383 -3.88113 1.24287 0.0 0.0 0.1
H -2.48136 -3.89027 2.16060 0.0 0.0 0.1
H -1.34449 -2.58018 1.79157 0.0 0.0 0.0
H -1.40105 -4.00828 0.77600 0.0 0.0 0.0
```
Positions in Å, forces in eV/Å.

Results
Expectation value of S²: 6.06
Multiplicity: 5
LUMO energy (spin up / spin down) in eV: 0.318 / -0.732
Net charge: 0
Kohn-Sham gap (spin up / spin down) in eV: 7.30 / 6.86

Entry 6:
The following is a quantum chemistry calculation of a 3-piece molecular cluster, C4H15NO2 overall in a non-equilibrium geometry, from the OMol25 dataset.

Geometry as XYZ:
```
22
Properties=species:S:1:pos:R:3:forces:R:3
C 1.29257 -1.23854 1.15405 -1.2 0.5 -2.1
C 1.95791 -0.49218 -0.16257 0.3 -1.9 -0.7
C 0.75271 0.33717 -0.79537 -0.2 -2.0 2.2
C 2.71717 -1.56632 -1.17143 -0.2 2.7 2.3
N 0.94127 -0.23440 2.15953 0.3 0.2 -0.2
H 0.35019 -1.74140 0.74230 1.1 0.6 0.4
H 1.80712 -2.01465 1.68716 1.1 -0.4 -0.4
H 2.87146 0.13658 0.13578 -1.8 -0.3 -0.1
H -0.18422 -0.32196 -0.87892 1.5 0.6 -0.2
H 0.50557 0.97054 0.07855 -0.2 0.6 -1.2
H 0.94543 0.79888 -1.74745 0.2 0.5 0.0
H 3.04321 -1.13645 -2.10651 -0.9 0.1 -0.7
H 2.26317 -2.52506 -1.17828 -0.4 -0.8 -0.4
H 3.67973 -1.57778 -0.69545 0.6 -1.0 0.5
H 1.26833 0.63718 1.75809 -0.5 0.3 0.7
H -0.05193 -0.20276 2.36831 0.3 0.2 -0.2
H -3.25675 -2.54869 1.58891 -0.8 -0.2 -0.2
H -3.86063 -1.73502 0.50166 -0.1 0.7 -0.7
O -4.08639 -2.45247 1.07640 0.9 -0.5 1.0
H -1.62582 4.64556 -1.68360 0.2 0.2 -0.5
H -3.03684 4.95300 -1.44466 -0.4 0.2 -0.2
O -2.36725 5.08523 -2.12523 0.2 -0.4 0.7
```
Positions in Å, forces in eV/Å.

Results
SMILES string: CC(C)CN.O.O
LUMO energy in eV: 0.293
Net charge: 0
Kohn-Sham gap in eV: 9.66